*one*
This record from OMol25 describes 3 unconnected molecules or ions with the total composition C4H9NO2. The level of theory is ωB97M-V/def2-TZVPD.

```
! RIJCOSX wB97M-V def2-TZVPD def2/J DEFGRID3
* xyz 1 2
C -0.020 0.505 -2.321
H -0.639 -0.351 -2.570
H 1.516 2.248 -1.483
N 1.803 1.340 -1.089
H -0.711 2.050 0.604
H 1.845 -0.818 0.095
H -0.402 1.565 1.078
O -0.169 -1.588 2.547
O -2.118 -0.599 1.904
H -1.978 -2.051 3.192
C 0.821 -0.700 -0.268
H -0.069 1.406 -2.927
C 0.875 0.431 -1.238
H 0.385 -1.615 -0.663
H 0.242 -0.452 0.624
C -1.381 -1.372 2.516
*
```

=====

*two*
This record from OMol25 describes 3 unconnected molecules or ions with the total composition C4H9NO2. The level of theory is ωB97M-V/def2-TZVPD.

```
! RIJCOSX wB97M-V def2-TZVPD def2/J DEFGRID3
* xyz 1 2
O -0.344 -2.805 0.164
C 1.376 0.802 -0.013
C -0.834 0.236 -0.756
H 0.340 -0.912 -2.513
C 0.248 -0.248 -1.727
H -0.965 2.148 2.364
H 0.295 -2.254 -0.311
H -1.909 0.277 -1.041
H -0.969 -2.099 0.355
H 2.491 -0.596 -1.533
H -0.399 1.857 0.469
O -1.448 1.283 2.389
H -1.000 0.959 1.636
C 1.501 -0.109 -1.222
H 2.219 1.501 0.235
N 0.071 1.030 0.317
*
```

=====

Quick one: least stable of them? *one*

=====

*one*
This record from OMol25 describes 4 unconnected molecules or ions with the total composition C2H11O4. The level of theory is ωB97M-V/def2-TZVPD.

```
! RIJCOSX wB97M-V def2-TZVPD def2/J DEFGRID3
* xyz -1 1
H 1.091 -1.247 -0.362
O -0.118 -0.036 0.498
H -0.094 0.600 -1.381
O 1.947 -1.377 -0.886
H 2.483 -0.849 1.102
H -0.428 2.296 2.124
H 1.370 -0.262 1.894
H -2.465 -1.121 -0.182
C -0.857 0.311 -0.659
H -2.603 -0.782 -1.805
O 2.342 -0.317 1.923
H -0.061 1.982 0.658
C -1.840 -0.901 -1.065
H 1.863 -0.542 -1.329
O 0.089 2.667 1.379
H -1.107 -1.603 -1.441
H -1.612 1.180 -0.467
*
```

=====

*two*
This record from OMol25 describes 4 unconnected molecules or ions with the total composition C2H11O4. The level of theory is ωB97M-V/def2-TZVPD.

```
! RIJCOSX wB97M-V def2-TZVPD def2/J DEFGRID3
* xyz -1 1
O 0.157 -0.692 -2.222
H 2.489 -0.271 0.840
H 0.704 1.233 1.566
H -0.021 -0.580 -1.206
H -1.640 0.649 -0.177
H 2.898 1.380 0.154
C 2.202 0.525 0.156
H -1.599 1.817 -1.064
H 0.572 1.899 -0.099
H -0.413 -1.354 -2.619
C 0.791 0.989 0.495
H -0.435 -1.249 1.325
O -0.496 -2.038 1.938
O -2.227 1.404 -0.486
O -0.121 -0.038 0.245
H 2.247 0.119 -0.854
H -1.321 -2.288 2.312
*
```

=====

Quick one: least stable of them? *one*

=====

*one*
This record from OMol25 describes 2 unconnected molecules or ions with the total composition C3H8O. The level of theory is ωB97M-V/def2-TZVPD.

```
! RIJCOSX wB97M-V def2-TZVPD def2/J DEFGRID3
* xyz 0 1
H 0.321 1.278 1.609
H 0.586 -0.089 2.226
H 1.367 0.200 -0.343
C -1.282 0.691 -0.858
H -1.236 -1.354 -0.502
H -0.782 1.550 -1.285
C 0.818 -0.732 -0.467
H 1.122 -1.066 -1.473
C -0.653 -0.443 -0.525
H -2.347 0.708 -0.664
H 1.073 -1.479 0.274
O 1.013 0.737 2.007
*
```

Its SMILES is C=CC.O.

=====

*two*
This record from OMol25 describes 2 unconnected molecules or ions with the total composition C3H8O. The level of theory is ωB97M-V/def2-TZVPD.

```
! RIJCOSX wB97M-V def2-TZVPD def2/J DEFGRID3
* xyz 0 1
C -0.580 0.183 -0.601
H 1.322 -0.647 -0.067
C 0.283 -0.982 -0.210
H 0.944 1.464 -1.306
H 0.215 1.435 1.943
H -0.787 2.107 -1.446
H 0.249 -2.364 1.156
O -0.246 -1.557 0.972
H 0.280 -1.719 -1.030
C -0.121 1.304 -1.145
H 0.087 0.734 2.156
H -1.646 0.041 -0.423
*
```

Its SMILES is [H][H].C=CCO.

=====

Quick one: least stable of them? *two*

=====

*one*
This record from OMol25 describes C3H2N4 in the gas phase. The level of theory is ωB97M-V/def2-TZVPD.

```
! RIJCOSX wB97M-V def2-TZVPD def2/J DEFGRID3
* xyz 0 1
N -0.742 -0.690 -0.727
H 0.749 -0.849 -2.013
H 2.131 0.780 -0.626
C 0.315 0.927 0.623
N 0.453 -0.406 -1.158
C -1.357 -0.063 1.505
C 1.130 0.495 -0.400
N -1.894 -0.361 2.484
N -0.785 0.168 0.312
*
```

=====

*two*
This record from OMol25 describes 2 unconnected molecules or ions with the total composition C3H2N4. The level of theory is ωB97M-V/def2-TZVPD.

```
! RIJCOSX wB97M-V def2-TZVPD def2/J DEFGRID3
* xyz 0 1
N -1.200 -2.052 0.525
C 1.330 0.156 1.630
C -1.186 -1.422 -0.413
H -1.092 -1.137 -1.443
H 1.098 -0.163 2.565
C 1.031 0.383 0.519
N -0.547 2.260 -1.649
N 0.604 0.518 -0.689
N -0.038 1.457 -1.045
*
```

=====

Quick one: least stable of them? *two*